[1]
Density functional theory data (ωB97M-V with the def2-TZVPD basis set) for a 2-piece molecular cluster, C4H8N2O overall.

Each line ends with the Löwdin charge.
Cartesian coordinates (Å):
C: -2.178 -0.495 -0.005  -0.347
C: -2.689 0.640 -0.319  -0.026
C: 1.866 -1.469 0.261  0.021
C: 0.793 1.200 0.443  -0.175
N: 0.979 -0.874 -0.557  -0.141
N: 0.320 0.229 -0.486  -0.102
O: -1.835 -1.586 0.145  0.152
H: -2.289 1.549 0.177  0.067
H: -3.189 0.800 -1.297  0.080
H: 2.243 -0.959 1.136  0.051
H: 2.389 -2.254 -0.180  0.029
H: 0.413 2.172 0.135  0.060
H: 0.336 1.060 1.442  0.080
H: 1.900 1.393 0.539  0.090
H: 0.941 -1.406 -1.433  0.160

Computed properties:
- frontier orbital gap (alpha / beta) (eV) = 8.64 / 8.64
- HOMO (alpha / beta) (eV) = -7.77 / -7.77



[2]
Density functional theory data (ωB97M-V with the def2-TZVPD basis set) for one molecule with the formula C4H8N2O.

Each line ends with the Löwdin charge.
Cartesian coordinates (Å):
C: 0.146 0.225 -1.730  -0.022
C: 0.059 -0.053 -0.246  -0.430
C: -1.086 0.671 0.439  -0.474
N: -1.512 0.170 1.635  0.171
O: -1.585 1.662 -0.066  0.058
C: 0.637 -1.325 0.255  -0.123
N: 1.273 -0.057 0.581  0.062
H: 1.110 -0.111 -2.127  0.083
H: -0.644 -0.313 -2.266  0.093
H: 0.020 1.291 -1.928  0.082
H: -0.933 -0.469 2.154  0.086
H: -2.098 0.787 2.178  0.111
H: 0.209 -1.871 1.094  0.095
H: 1.098 -1.969 -0.492  0.111
H: 2.094 0.113 0.005  0.098

Computed properties:
- frontier orbital gap (eV) = 10.58
- SMILES = C[C@@]1(C(N)=O)CN1
- HOMO (eV) = -9.64



[3]
Density functional theory data (ωB97M-V with the def2-TZVPD basis set) for one molecule with the formula C4H8N2O.

Each line ends with the Löwdin charge.
Cartesian coordinates (Å):
N: 1.747 -0.449 1.196  0.156
C: 1.453 -0.089 0.136  -0.247
C: 0.681 0.337 -1.005  -0.259
N: 1.105 -0.354 -2.250  0.004
C: -0.917 -0.110 -0.117  -0.052
C: -0.955 -0.265 1.400  -0.345
O: -0.761 0.924 2.119  -0.058
H: 0.746 1.438 -1.111  0.127
H: 0.492 -0.114 -3.022  0.063
H: 2.040 -0.065 -2.566  0.080
H: -1.250 -1.080 -0.509  0.104
H: -1.613 0.707 -0.331  0.098
H: -0.466 -1.133 1.870  0.116
H: -2.052 -0.505 1.269  0.121
H: -0.250 0.758 2.922  0.094

Computed properties:
- frontier orbital gap (eV) = 10.52
- SMILES = N#C[C@@H](N)CCO
- HOMO (eV) = -9.71



[4]
Density functional theory data (ωB97M-V with the def2-TZVPD basis set) for one molecule with the formula C4H8N2O.

Each line ends with the Löwdin charge.
Cartesian coordinates (Å):
N: 1.803 -0.073 -1.288  0.169
C: 1.538 -0.715 -0.121  -0.540
O: 2.058 -1.773 0.194  0.039
C: 0.573 -0.009 0.824  -0.138
N: -0.472 0.781 0.195  -0.127
C: -1.787 0.588 0.792  -0.144
C: -1.488 0.060 -0.558  -0.142
H: 2.497 -0.476 -1.895  0.110
H: 1.435 0.847 -1.479  0.103
H: 0.186 -0.798 1.483  0.121
H: 1.162 0.673 1.451  0.133
H: -1.852 -0.148 1.589  0.102
H: -2.403 1.470 0.936  0.102
H: -1.389 -1.017 -0.690  0.113
H: -1.863 0.590 -1.431  0.101

Computed properties:
- frontier orbital gap (eV) = 10.60
- SMILES = NC(=O)CN1CC1
- HOMO (eV) = -9.55



[5]
Density functional theory data (ωB97M-V with the def2-TZVPD basis set) for one molecule with the formula C4H8N2O.

Each line ends with the Löwdin charge.
Cartesian coordinates (Å):
C: -0.587 -1.056 0.647  0.005
C: 0.099 0.529 -0.673  -0.099
C: -1.055 0.929 -1.508  -0.013
N: -0.441 1.689 -0.416  0.138
C: 0.890 -0.568 -0.024  -0.773
O: 1.423 -1.499 -0.681  -0.096
N: 1.588 0.098 1.105  0.072
H: -1.173 -0.326 1.218  0.074
H: -1.190 -1.562 -0.110  0.079
H: -0.192 -1.813 1.328  0.087
H: -0.914 1.345 -2.502  0.107
H: -2.001 0.416 -1.332  0.111
H: -0.747 2.117 0.447  0.154
H: 1.799 -0.646 1.771  0.075
H: 2.502 0.347 0.728  0.080

Computed properties:
- frontier orbital gap (alpha / beta) (eV) = 8.02 / 8.02
- HOMO (alpha / beta) (eV) = -8.02 / -8.02



[6]
Density functional theory data (ωB97M-V with the def2-TZVPD basis set) for one molecule with the formula C4H8N2O.

Each line ends with the Löwdin charge.
Cartesian coordinates (Å):
H: 0.987 -1.638 0.175  0.041
N: 0.406 -0.992 0.717  0.151
C: -0.001 -0.013 0.002  -0.413
N: 0.284 0.276 -1.298  -0.017
C: 0.819 -0.740 -2.170  -0.095
C: -0.939 1.007 0.635  -0.366
C: -0.876 1.134 2.129  -0.022
O: -1.666 1.678 -0.075  0.083
H: -0.332 0.973 -1.690  0.121
H: 0.913 -0.326 -3.173  0.083
H: 0.170 -1.626 -2.211  0.091
H: 1.819 -1.050 -1.844  0.083
H: 0.167 1.221 2.453  0.089
H: -1.446 2.009 2.436  0.083
H: -1.270 0.237 2.616  0.089

Computed properties:
- frontier orbital gap (eV) = 10.04
- SMILES = [H]/N=C(\NC)C(C)=O
- HOMO (eV) = -9.40



[7]
Density functional theory data (ωB97M-V with the def2-TZVPD basis set) for C4H8N2O as an isolated structure.

Each line ends with the Löwdin charge.
Cartesian coordinates (Å):
O: -1.364 -2.361 -0.714  0.053
C: -0.686 -1.357 -0.597  -0.553
N: -0.911 -0.211 -1.362  -0.008
C: -0.105 0.892 -1.417  -0.044
C: 0.036 1.204 0.727  -0.086
C: 0.891 -0.037 0.923  -0.240
N: 0.339 -1.246 0.311  0.071
H: -1.839 -0.160 -1.762  0.139
H: 0.952 0.610 -1.385  0.058
H: -0.259 1.693 -0.426  0.037
H: -0.955 1.086 1.178  0.105
H: 0.544 2.071 1.161  0.098
H: 1.016 -0.249 1.994  0.120
H: 1.897 0.166 0.536  0.110
H: 0.445 -2.102 0.833  0.138

Computed properties:
- frontier orbital gap (eV) = 9.28
- HOMO (eV) = -8.53



[8]
Density functional theory data (ωB97M-V with the def2-TZVPD basis set) for a 2-piece molecular cluster, C4H8N2O overall.

Each line ends with the Löwdin charge.
Cartesian coordinates (Å):
N: 1.174 1.843 0.364  0.140
C: 1.401 0.653 0.269  -0.173
C: 1.406 -0.676 0.135  -0.243
N: 1.474 -1.349 -1.105  0.034
H: 1.748 2.553 -0.082  0.080
H: 1.802 -1.230 0.977  0.119
H: 0.720 -1.056 -1.715  0.076
H: 1.384 -2.349 -0.977  0.081
C: -1.836 0.804 0.179  -0.060
C: -1.172 -0.520 0.409  -0.379
O: -1.323 -1.474 -0.333  -0.008
H: -2.211 0.886 -0.840  0.081
H: -2.646 0.944 0.891  0.082
H: -1.104 1.599 0.351  0.044
H: -0.819 -0.628 1.479  0.125

Computed properties:
- frontier orbital gap (eV) = 8.71
- SMILES = N=C=CN.CC=O
- HOMO (eV) = -7.85



Ordered energy relative to the best compared isomer or geometry (same formula, charge and spin) results: 119.7, 31.4, 81.4, 39.7, 124.3, 25.1, 89.3, 83.0; unit kcal/mol.